43
Properties=species:S:1:pos:R:3:forces:R:3 method="wB97M-V/def2-TZVPD" gap_ha=0.290 de_lowest_kcal_mol=0.16 total_energy_ha=-1326.2018 homo_ev=-7.2
Mo -0.683 -0.047 -0.405 0.12 -0.04 0.17
C -1.079 1.006 1.591 0.03 0.01 -0.06
C -0.780 -0.370 1.813 -0.01 0.06 0.02
C -1.803 -1.171 1.211 0.02 -0.08 -0.01
C -2.752 -0.268 0.653 0.02 0.08 0.02
C -2.299 1.064 0.865 -0.12 -0.04 -0.03
C -3.024 2.311 0.471 -0.01 0.03 0.01
C -4.056 -0.664 0.041 -0.03 -0.01 -0.02
C -1.963 -2.652 1.343 -0.02 -0.02 0.03
C 0.420 -0.905 2.531 0.05 -0.03 0.02
C -0.280 2.172 2.081 0.01 0.03 0.05
H -3.702 2.632 1.266 0.00 -0.01 0.00
H -3.612 2.157 -0.432 0.00 0.00 0.00
H -2.330 3.126 0.273 0.01 -0.01 -0.01
H -4.814 -0.793 0.817 0.01 0.01 0.01
H -3.968 -1.602 -0.505 0.01 0.00 0.00
H -4.421 0.093 -0.652 0.00 0.00 0.00
H -2.549 -2.900 2.234 0.00 -0.01 0.00
H -0.999 -3.150 1.431 0.01 0.01 0.00
H -2.474 -3.072 0.478 0.00 0.01 -0.01
H 0.178 -1.117 3.576 -0.02 0.01 0.00
H 1.248 -0.199 2.518 -0.01 0.01 0.00
H 0.776 -1.831 2.079 -0.01 0.00 -0.01
H -0.562 2.429 3.106 -0.01 0.00 0.00
H -0.442 3.052 1.460 0.00 -0.01 -0.02
H 0.788 1.955 2.081 0.00 -0.01 -0.01
C 2.951 1.192 -1.580 0.04 0.01 -0.02
C 2.508 -0.195 -1.126 -0.02 0.05 0.07
O 1.217 -0.181 -0.668 -0.02 -0.08 -0.16
C 2.584 -1.172 -2.321 0.01 0.01 -0.02
F 1.699 -0.792 -3.259 0.02 -0.01 0.01
F 2.290 -2.430 -1.982 -0.01 0.01 0.00
F 3.798 -1.174 -2.893 -0.03 -0.01 0.00
C 3.410 -0.675 0.033 0.00 0.00 -0.01
F 3.011 -1.843 0.542 0.01 -0.01 0.01
F 3.375 0.226 1.033 -0.01 0.00 -0.01
F 4.691 -0.806 -0.338 0.01 0.01 -0.01
H 2.329 1.499 -2.419 -0.01 0.02 0.01
H 3.996 1.206 -1.885 0.00 -0.03 0.01
H 2.805 1.888 -0.757 -0.02 0.01 0.00
C -1.817 0.090 -1.855 -0.03 0.06 -0.01
H -2.795 0.206 -2.304 -0.01 -0.01 0.02
H -0.976 -0.006 -2.580 0.04 0.00 -0.04

=====

20
Properties=species:S:1:pos:R:3:forces:R:3 method="wB97M-V/def2-TZVPD" gap_ha=0.334 smiles="C[C@@H]1NCN[C@H]1C=[NH2+]" de_lowest_kcal_mol=61.77 total_energy_ha=-361.6697 total_charge=+1 homo_ev=-13.8
C 2.203 0.615 -0.948 -5.19 2.29 -0.39
C 0.857 -0.169 -0.678 2.16 -0.17 1.75
N -0.089 -0.361 -1.686 -0.93 -0.06 0.71
C -1.375 -0.548 -0.967 -0.66 -0.56 -2.94
N -1.497 0.429 0.038 0.87 3.21 1.22
C -0.097 0.609 0.582 -1.10 -2.18 -1.05
C -0.005 -0.127 1.859 -1.94 -1.45 -0.45
N -0.989 -0.932 2.249 0.75 1.65 0.44
H 2.790 0.086 -1.583 1.86 -1.81 -1.66
H 2.650 0.774 0.009 0.52 0.67 0.30
H 1.843 1.531 -1.576 1.17 -0.91 1.58
H 1.214 -1.153 -0.399 -0.40 -0.37 0.92
H -0.239 0.551 -2.071 0.01 0.55 -1.11
H -2.095 -0.416 -1.754 -0.74 0.47 -0.24
H -1.703 -1.507 -0.620 1.17 -1.10 0.44
H -1.845 1.347 -0.373 0.65 -1.58 0.90
H 0.278 1.602 0.559 0.16 0.90 0.45
H 0.874 -0.165 2.455 0.80 0.19 0.33
H -0.867 -1.430 3.205 -0.75 0.95 -2.42
H -1.908 -0.735 1.697 1.61 -0.69 1.21

=====

8
Properties=species:S:1:pos:R:3:forces:R:3 method="wB97M-V/def2-TZVPD" gap_ha="0.287 / 0.285" smiles="O=c1[nH]c1=O.O=S" de_lowest_kcal_mol=88.53 total_energy_ha=-755.3471 homo_ev="-9.6 / -9.6"
O 2.910 0.396 0.149 -1.24 -1.33 -0.45
C 1.781 -0.005 0.067 1.39 2.89 0.93
N 0.494 0.566 0.339 -0.21 -0.34 -0.66
C 0.556 -0.749 -0.152 -1.72 0.15 0.58
O -0.162 -1.663 -0.404 0.64 0.14 -0.19
H -0.156 1.406 0.462 1.21 -1.57 -0.23
O -2.307 0.574 -0.520 -0.10 0.01 0.08
S -3.115 -0.525 0.058 0.03 0.05 -0.07

=====

10
Properties=species:S:1:pos:R:3:forces:R:3 method="wB97M-V/def2-TZVPD" gap_ha=0.327 de_lowest_kcal_mol=33.41 total_energy_ha=-787.2697 homo_ev=-9.2
C -1.627 1.167 0.118 0.58 -0.41 -0.65
C -1.688 0.611 1.260 0.68 1.93 1.64
C 1.595 -0.826 -1.079 -2.70 0.61 4.10
O -1.403 1.614 -0.908 -0.14 1.17 -2.03
I 0.815 -2.500 0.128 0.39 0.35 -0.98
I 2.518 0.479 0.354 0.00 0.11 -0.52
H -1.982 -0.348 1.388 -0.97 -2.60 0.50
H -1.188 1.204 2.006 -0.09 -0.12 0.52
H 0.715 -0.353 -1.463 -0.29 0.32 -0.10
H 2.246 -1.048 -1.802 2.55 -1.36 -2.48